# 1
{"formula": "C14H33MgN2O8S3", "method": "the ωB97M-V functional and the def2-TZVPD basis", "lumo_ev": [-6.84, -10.40], "e_tot_ev": -72342.5215, "spin_multiplicity": 2, "charge": 2, "symbols": ["Mg", "N", "O", "O", "O", "C", "C", "N", "H", "H", "H", "C", "S", "O", "C", "H", "H", "H", "H", "H", "H", "C", "S", "O", "C", "H", "H", "H", "H", "H", "H", "C", "S", "O", "C", "H", "H", "H", "H", "H", "H", "C", "C", "O", "C", "H", "H", "H", "H", "H", "H", "C", "C", "O", "C", "H", "H", "H", "H", "H", "H"], "positions_angstrom": [[-0.659, -2.077, 1.696], [-0.051, 0.446, -0.033], [-0.090, -0.731, 0.306], [-0.937, 1.105, 0.361], [0.772, 0.826, -0.887], [-1.185, 2.454, -2.781], [-0.323, 2.001, -3.873], [0.419, 1.651, -4.707], [-1.486, 1.557, -2.238], [-2.036, 2.966, -3.229], [-0.644, 3.104, -2.094], [1.859, -1.807, 5.005], [2.239, -1.554, 3.237], [1.004, -2.035, 2.434], [2.057, 0.262, 3.095], [0.980, -1.225, 5.282], [2.715, -1.442, 5.572], [1.809, -2.800, 5.451], [2.558, 0.712, 2.237], [2.484, 0.784, 3.951], [1.035, 0.575, 2.879], [2.535, -3.109, -0.788], [0.890, -4.094, -0.705], [0.004, -3.439, 0.352], [0.228, -3.396, -2.325], [2.870, -3.067, 0.248], [2.340, -2.166, -1.300], [3.262, -3.686, -1.360], [-0.747, -3.758, -2.649], [0.903, -3.730, -3.113], [0.366, -2.319, -2.411], [-3.911, -0.623, -0.285], [-3.198, -2.315, -0.318], [-2.239, -2.524, 0.815], [-4.756, -3.347, 0.042], [-3.214, 0.173, -0.548], [-4.100, -0.295, 0.737], [-4.782, -0.501, -0.928], [-5.513, -3.059, -0.688], [-5.156, -2.989, 0.991], [-4.655, -4.431, -0.011], [3.211, 2.357, -3.410], [4.045, 1.221, -3.087], [5.245, 1.143, -3.378], [3.314, -0.006, -2.569], [2.226, 2.197, -2.973], [3.010, 2.568, -4.461], [3.707, 3.223, -2.971], [3.594, -0.247, -1.543], [3.625, -0.821, -3.224], [2.233, 0.007, -2.707], [-0.531, 3.477, 2.572], [-1.902, 4.169, 2.595], [-1.927, 5.357, 2.927], [-3.022, 3.413, 1.955], [-0.512, 2.558, 3.157], [0.226, 4.185, 2.907], [-0.168, 3.370, 1.550], [-3.077, 3.791, 0.934], [-4.049, 3.610, 2.263], [-2.896, 2.333, 2.040]], "mulliken_charge": [0.78, 0.88, -0.58, -0.67, -0.55, -0.33, 0.40, -0.53, -0.16, 0.44, 0.25, -1.05, 0.41, -0.26, -0.63, 0.33, 0.43, 0.37, 0.36, 0.48, -0.07, -0.28, 0.29, -0.38, -0.82, 0.26, -0.37, 0.49, 0.37, 0.45, 0.09, -0.67, 0.57, -0.06, -1.12, -0.11, 0.34, 0.51, 0.43, 0.37, 0.37, -0.63, 0.61, -0.14, -0.64, -0.09, 0.39, 0.39, 0.37, 0.50, 0.21, -0.61, 0.54, -0.55, -0.77, 0.19, 0.39, 0.09, 0.23, 0.43, 0.08]}

---

# 2
{"formula": "C14H33N6O10", "method": "the ωB97M-V functional and the def2-TZVPD basis", "lumo_ev": -4.01, "e_tot_ev": -44450.8380, "spin_multiplicity": 1, "charge": 1, "symbols": ["N", "C", "C", "O", "C", "C", "C", "C", "N", "C", "C", "C", "C", "O", "H", "H", "H", "H", "H", "H", "H", "H", "H", "H", "H", "H", "H", "H", "H", "H", "H", "H", "H", "H", "H", "C", "N", "O", "O", "H", "H", "H", "C", "N", "O", "O", "H", "H", "H", "C", "N", "O", "O", "H", "H", "H", "C", "N", "O", "O", "H", "H", "H"], "positions_angstrom": [[-2.692, -6.604, 1.106], [-2.289, -5.247, 1.448], [-1.426, -4.493, 0.417], [-2.241, -3.821, -0.532], [-0.525, -3.442, 1.076], [1.005, -3.661, 1.141], [1.448, -4.129, 2.546], [1.342, -5.610, 2.418], [1.346, -5.961, 1.191], [1.589, -4.796, 0.282], [1.194, -4.931, -1.193], [0.616, -6.276, -1.648], [-0.249, -6.117, -2.890], [-1.474, -5.440, -2.603], [-1.961, -7.284, 1.269], [-2.991, -6.690, 0.141], [-3.190, -4.644, 1.593], [-1.778, -5.293, 2.417], [-0.852, -5.245, -0.124], [-2.515, -4.456, -1.209], [-0.889, -3.291, 2.096], [-0.673, -2.489, 0.575], [1.504, -2.739, 0.847], [2.486, -3.865, 2.787], [0.823, -3.758, 3.358], [1.258, -6.345, 3.210], [1.264, -6.921, 0.872], [2.678, -4.675, 0.330], [2.084, -4.701, -1.780], [0.468, -4.141, -1.400], [-0.025, -6.705, -0.871], [1.402, -7.006, -1.863], [0.291, -5.574, -3.674], [-0.512, -7.096, -3.291], [-1.328, -4.490, -2.685], [-0.689, 1.187, -0.444], [0.012, -0.018, 0.074], [0.154, -0.138, 1.274], [0.402, -0.835, -0.742], [-0.969, 1.810, 0.395], [0.001, 1.698, -1.109], [-1.548, 0.830, -1.005], [1.130, 5.317, -0.584], [-0.349, 5.223, -0.732], [-0.924, 6.140, -1.266], [-0.891, 4.220, -0.291], [1.451, 6.266, -1.001], [1.346, 5.248, 0.478], [1.559, 4.469, -1.110], [-2.329, 8.917, 0.787], [-1.010, 9.329, 1.340], [-0.947, 10.366, 1.965], [-0.071, 8.589, 1.119], [-3.063, 9.658, 1.077], [-2.213, 8.842, -0.290], [-2.553, 7.938, 1.200], [2.622, 10.950, -0.682], [1.951, 9.746, -1.245], [0.823, 9.867, -1.669], [2.588, 8.710, -1.232], [1.934, 11.783, -0.757], [2.870, 10.718, 0.349], [3.528, 11.110, -1.258]], "mulliken_charge": [-0.58, -1.34, 2.05, -0.72, -1.48, 0.75, -1.07, -0.21, 0.12, -0.42, -1.04, -0.25, -1.00, -0.59, 0.23, 0.29, 0.42, 0.38, -0.84, 0.47, 0.39, 0.01, 0.55, 0.37, 0.44, 0.45, 0.32, 0.73, 0.53, 0.20, 0.26, 0.44, 0.36, 0.40, 0.37, -0.80, 0.89, -0.51, -0.50, 0.38, 0.25, 0.30, -0.74, 0.94, -0.50, -0.58, 0.26, 0.31, 0.30, -0.72, 0.88, -0.53, -0.50, 0.32, 0.27, 0.28, -0.74, 0.89, -0.51, -0.54, 0.30, 0.29, 0.30]}

---

# 3
{"formula": "C14H33NO7P", "method": "the ωB97M-V functional and the def2-TZVPD basis", "lumo_ev": -4.20, "e_tot_ev": -40157.5757, "spin_multiplicity": 1, "charge": 1, "symbols": ["C", "C", "C", "C", "C", "O", "P", "O", "O", "C", "C", "O", "C", "O", "O", "O", "C", "C", "C", "C", "C", "C", "H", "H", "H", "H", "H", "H", "H", "H", "H", "H", "H", "H", "H", "H", "H", "H", "H", "H", "H", "H", "H", "H", "H", "H", "H", "H", "H", "H", "H", "N", "H", "H", "H", "H"], "positions_angstrom": [[1.324, -2.847, 1.793], [0.973, -3.801, 0.659], [-0.406, -3.571, -0.005], [-0.943, -2.132, 0.033], [-1.491, -1.747, -1.332], [-2.427, -0.626, -1.241], [-1.863, 0.797, -1.578], [-1.631, 1.124, -2.977], [-2.946, 1.735, -0.870], [-3.754, 1.297, 0.220], [-3.031, 0.939, 1.486], [-2.356, 2.107, 1.967], [-1.039, 1.930, 2.270], [-0.654, 1.131, 3.053], [-0.606, 0.995, -0.586], [0.614, 1.345, -1.277], [1.589, 0.393, -0.855], [2.962, 1.030, -1.009], [2.970, 2.420, -0.349], [4.044, 0.134, -0.383], [3.997, 0.107, 1.161], [3.990, -1.304, -0.914], [0.504, -2.725, 2.499], [2.223, -3.176, 2.310], [1.559, -1.853, 1.405], [0.962, -4.813, 1.064], [1.746, -3.801, -0.109], [-0.298, -3.858, -1.054], [-1.132, -4.263, 0.417], [-1.777, -2.072, 0.731], [-0.164, -1.419, 0.284], [-0.666, -1.436, -1.976], [-1.995, -2.569, -1.829], [-4.391, 2.155, 0.452], [-4.400, 0.468, -0.069], [-2.338, 0.112, 1.352], [-3.760, 0.625, 2.234], [-0.380, 2.600, 1.715], [1.513, -0.508, -1.467], [1.411, 0.134, 0.190], [3.163, 1.169, -2.073], [3.997, 2.721, -0.150], [2.530, 3.172, -0.999], [2.412, 2.408, 0.585], [5.009, 0.545, -0.680], [3.046, 0.460, 1.557], [4.789, 0.714, 1.591], [4.131, -0.910, 1.522], [4.772, -1.905, -0.457], [4.051, -1.347, -2.001], [3.042, -1.766, -0.629], [-5.777, 3.937, -1.134], [-4.892, 3.417, -1.061], [-5.621, 4.790, -1.676], [-6.474, 3.357, -1.606], [-6.109, 4.183, -0.199]], "mulliken_charge": [-0.70, -0.52, -0.98, 0.99, -1.03, -0.26, 0.56, -0.80, -0.27, -0.25, -0.30, -0.41, 0.25, -0.46, 0.42, -0.53, -0.22, 0.18, -1.58, 0.57, -1.42, -1.51, 0.38, 0.39, -0.19, 0.36, 0.33, 0.33, 0.39, 0.36, -0.52, 0.35, 0.50, 0.15, 0.28, 0.07, 0.49, 0.35, 0.31, -0.16, 0.50, 0.43, 0.40, 0.27, 0.58, 0.31, 0.25, 0.38, 0.52, 0.35, 0.05, -0.42, 0.29, 0.41, 0.39, 0.41]}

---

# 4
{"formula": "C14H34AlCaClF8InN3O7P2", "method": "the ωB97M-V functional and the def2-TZVPD basis", "lumo_ev": -4.88, "e_tot_ev": -116914.5109, "spin_multiplicity": 1, "symbols": ["C", "C", "P", "C", "C", "In", "C", "C", "C", "O", "C", "C", "O", "O", "N", "O", "H", "H", "H", "H", "H", "H", "H", "H", "H", "H", "H", "H", "H", "H", "H", "H", "H", "H", "H", "H", "Ca", "O", "H", "H", "F", "P", "F", "F", "F", "F", "F", "O", "H", "H", "C", "O", "N", "C", "C", "H", "H", "H", "H", "H", "H", "H", "Al", "F", "Cl", "C", "C", "N", "H", "H", "H", "F"], "positions_angstrom": [[-2.549, -1.055, 0.179], [-2.878, 0.285, 0.896], [-1.566, 1.384, 1.021], [-1.329, 2.378, -0.443], [-1.583, 1.656, -1.779], [0.511, 0.138, 1.876], [2.187, 1.487, 2.318], [3.397, 0.842, 2.972], [1.029, -1.471, 0.519], [2.429, -1.475, 0.193], [2.637, -0.661, -0.861], [3.685, 0.390, -0.729], [2.034, -0.773, -1.895], [-0.060, -0.660, 3.761], [-0.707, 0.233, 4.413], [-0.326, 1.392, 4.230], [-3.474, -1.603, 0.053], [-1.858, -1.642, 0.771], [-2.107, -0.919, -0.794], [-3.799, 0.788, 0.492], [-3.128, 0.000, 1.920], [-2.043, 3.199, -0.345], [-0.327, 2.806, -0.453], [-1.232, 0.631, -1.799], [-1.000, 2.186, -2.530], [-2.617, 1.733, -2.091], [2.441, 2.049, 1.418], [1.791, 2.183, 3.034], [3.120, 0.370, 3.911], [4.124, 1.611, 3.224], [3.914, 0.163, 2.304], [0.705, -2.426, 0.915], [0.443, -1.337, -0.381], [3.358, 1.197, -0.017], [3.884, 0.819, -1.704], [4.599, -0.009, -0.295], [0.835, 3.737, 2.531], [1.557, 2.066, -3.222], [1.897, 1.161, -3.109], [1.598, 2.199, -4.177], [4.277, 3.278, 1.080], [5.915, 3.196, 0.517], [5.910, 1.615, 0.998], [5.143, 4.404, -0.370], [7.272, 4.002, 0.184], [6.099, 2.441, -0.945], [6.362, 3.486, 2.057], [-5.158, 0.228, -1.303], [-5.333, -0.502, -1.906], [-5.666, 0.020, -0.510], [-0.811, -4.314, -1.126], [-1.090, -3.115, -1.157], [0.265, -4.864, -1.675], [0.456, -6.300, -1.529], [1.153, -3.909, -2.358], [-1.460, -5.043, -0.616], [1.390, -6.507, -1.004], [0.483, -6.796, -2.491], [-0.375, -6.695, -0.945], [1.438, -3.202, -1.569], [0.597, -3.381, -3.127], [2.074, -4.332, -2.836], [2.662, 2.782, -0.819], [1.024, 4.509, 0.005], [1.908, -5.664, -4.230], [-8.748, 1.236, 1.192], [-7.418, 1.223, 1.783], [-6.364, 1.241, 2.239], [-8.692, 1.445, 0.124], [-9.240, 0.275, 1.329], [-9.364, 2.003, 1.656], [-4.303, 2.190, 1.026]], "mulliken_charge": [-1.00, -0.23, -0.23, 0.11, -1.22, 1.23, -0.86, -1.73, -1.18, -0.45, 0.37, -0.25, -0.55, -0.37, 0.15, -0.31, 0.44, 0.40, 0.10, 0.23, 0.52, 0.43, 0.09, 0.16, 0.39, 0.39, -0.05, 0.62, 0.52, 0.34, 0.29, 0.73, 0.59, -0.54, 0.64, 0.61, 1.56, -0.47, 0.31, 0.26, -0.26, 0.90, -0.28, -0.32, -0.28, -0.31, -0.32, -0.58, 0.30, 0.27, -0.09, -0.58, 0.25, -0.94, -0.48, 0.33, 0.32, 0.33, 0.31, -0.13, 0.36, 0.32, 0.84, -0.76, -0.61, -0.86, 0.38, -0.33, 0.26, 0.28, 0.30, -0.66]}